This record from the Open Molecules 2025 dataset describes an isolated ion of composition C58H66F3N6O and charge +1 at a distorted geometry. The level of theory is ωB97M-V with the def2-TZVPD basis set.

Geometry as XYZ:
```
134
Properties=species:S:1:pos:R:3:forces:R:3:mulliken_charge:R:1
C -3.462 -1.979 -2.869 0.02 0.15 0.00 -1.326
C -3.373 -2.827 -1.606 0.07 0.20 0.51 2.301
C -3.880 -4.253 -1.866 -0.05 -0.01 0.25 -1.481
C -4.115 -2.215 -0.405 0.46 0.42 -0.90 0.141
C -5.499 -2.030 -0.481 0.07 -0.24 0.12 -0.557
C -6.233 -1.669 0.642 0.28 0.20 -0.23 -1.301
C -5.577 -1.516 1.862 -0.01 -0.17 -0.06 -0.481
C -4.189 -1.671 1.953 0.26 1.25 0.40 0.208
C -3.478 -1.522 3.298 0.08 -0.39 -0.06 1.956
C -4.364 -1.921 4.479 0.01 -0.05 -0.07 -1.863
C -2.879 -0.128 3.507 0.02 0.01 -0.04 -1.124
C -3.443 -1.841 0.768 -1.35 -0.78 -0.01 -0.332
N -2.014 -2.054 0.871 2.09 -1.89 0.96 2.154
N -1.706 -3.214 1.493 1.43 0.59 -1.41 -1.194
N -0.367 -3.297 1.476 -1.94 0.66 0.10 2.251
C 0.268 -4.565 1.843 0.03 -0.76 0.43 -1.097
C 0.497 -5.563 0.866 -0.32 0.18 0.00 0.161
C -0.020 -5.476 -0.574 0.02 0.25 0.18 2.799
C -1.090 -6.554 -0.827 -0.05 -0.05 0.20 -1.669
C 1.145 -5.606 -1.558 0.14 0.04 -0.04 -1.811
C 1.176 -6.724 1.261 -0.08 0.40 -0.16 -0.261
C 1.602 -6.897 2.567 0.30 -0.18 0.13 -1.688
C 1.285 -5.949 3.527 -0.07 0.26 -0.02 -0.497
C 0.577 -4.791 3.197 -0.07 0.23 -0.16 0.610
C 0.156 -3.795 4.269 -0.07 0.06 0.00 1.516
C 1.297 -2.812 4.530 0.17 0.18 -0.03 -1.217
C -0.240 -4.489 5.578 -0.05 -0.14 -0.06 -1.755
C 0.198 -2.127 0.987 0.22 -2.84 0.36 -0.452
C 1.645 -1.935 0.997 1.61 0.80 -0.92 0.782
C 2.024 -0.587 1.148 -0.45 0.00 0.07 -0.525
C 3.339 -0.159 1.029 -0.13 0.02 0.00 -1.099
C 4.314 -1.110 0.742 0.20 -0.29 -0.09 0.406
C 5.742 -0.652 0.581 1.06 0.43 0.03 0.685
F 6.587 -1.648 0.173 -0.90 1.01 0.49 -0.276
F 5.848 0.365 -0.327 -0.13 -0.88 0.73 -0.240
F 6.211 -0.160 1.771 -0.24 -0.47 -1.02 -0.252
C 4.004 -2.467 0.609 -0.51 0.18 0.15 -1.372
C 2.674 -2.887 0.715 -0.79 0.28 0.11 0.324
C -0.835 -1.390 0.488 -0.39 0.14 -0.39 0.481
C -0.856 -0.200 -0.376 -1.98 3.36 -1.40 -2.035
H -2.872 -1.067 -2.744 -0.15 0.01 -0.16 0.256
H -3.043 -2.529 -3.720 -0.12 0.14 0.15 0.337
H -4.497 -1.697 -3.099 0.21 -0.09 0.00 0.354
H -2.314 -2.862 -1.306 -0.17 -0.25 -0.32 -1.243
H -3.830 -4.857 -0.950 -0.03 0.07 -0.22 0.342
H -4.927 -4.229 -2.199 0.26 -0.04 0.06 0.376
H -3.283 -4.744 -2.644 -0.10 0.14 0.13 0.377
H -5.994 -2.231 -1.435 0.09 0.05 0.37 0.419
H -7.308 -1.503 0.557 0.29 -0.12 0.11 0.385
H -6.174 -1.287 2.752 0.41 -0.17 -0.35 0.240
H -2.649 -2.246 3.271 -0.22 0.25 0.20 -0.630
H -4.816 -2.903 4.302 0.00 0.18 0.10 0.440
H -3.763 -1.982 5.394 -0.12 0.07 -0.16 0.382
H -5.159 -1.184 4.641 0.12 -0.16 0.07 0.424
H -2.198 0.133 2.687 -0.10 0.08 0.10 0.118
H -3.669 0.634 3.561 0.24 -0.18 -0.01 0.320
H -2.305 -0.119 4.444 -0.16 0.11 -0.21 0.367
H -0.490 -4.487 -0.702 0.08 -0.21 -0.09 -1.458
H -1.877 -6.503 -0.061 0.18 -0.05 -0.20 0.354
H -1.566 -6.440 -1.811 0.25 0.05 0.24 0.355
H -0.634 -7.553 -0.781 -0.16 0.22 -0.02 0.370
H 1.837 -4.762 -1.446 -0.02 -0.17 -0.09 0.418
H 1.702 -6.535 -1.379 -0.13 0.25 -0.13 0.393
H 0.802 -5.612 -2.598 0.02 -0.13 0.22 0.638
H 1.399 -7.487 0.517 -0.14 0.14 0.18 0.448
H 2.192 -7.780 2.846 -0.37 0.39 -0.15 0.368
H 1.607 -6.094 4.553 -0.13 -0.05 -0.12 0.341
H -0.720 -3.247 3.880 0.29 -0.14 0.25 -0.547
H 1.630 -2.333 3.601 0.03 -0.06 0.23 0.237
H 0.996 -2.027 5.232 0.03 -0.15 -0.08 0.393
H 2.147 -3.357 4.966 -0.13 0.21 -0.14 0.341
H -0.967 -5.287 5.393 0.11 0.10 0.09 0.403
H 0.649 -4.929 6.047 -0.25 0.06 0.00 0.388
H -0.678 -3.787 6.298 0.14 -0.05 -0.25 0.433
H 1.208 0.125 1.334 0.60 -0.14 0.07 0.646
H 3.589 0.906 1.146 -0.05 -0.64 -0.10 0.455
H 4.795 -3.194 0.417 -0.32 0.29 -0.02 0.506
H 2.430 -3.943 0.545 0.16 0.58 0.20 0.573
H -0.805 0.719 0.249 -1.06 -0.53 -0.19 0.956
H -1.749 -0.341 -1.013 -0.32 0.71 1.02 0.008
C 1.861 6.864 -4.431 -0.12 0.18 -0.58 -0.998
N 1.820 5.954 -3.316 0.20 0.25 0.32 0.333
C 2.181 6.352 -2.066 0.07 1.11 -0.11 0.356
O 2.525 7.494 -1.767 -0.21 -1.56 -0.22 -0.705
C 2.060 5.133 -1.162 0.43 -0.24 0.03 0.364
C 1.376 5.442 0.178 -0.26 -0.47 0.07 -0.530
C 2.008 6.566 0.941 0.24 0.36 0.43 0.600
C 3.253 6.629 1.531 -0.79 -0.15 -0.46 -0.651
N 3.440 7.880 2.074 -0.36 0.33 0.09 -0.012
C 2.307 8.661 1.866 -0.10 -1.12 -0.64 -0.542
C 2.049 9.982 2.180 -0.21 0.64 0.22 -0.791
C 0.833 10.530 1.768 0.00 -0.39 -0.03 -0.475
C -0.097 9.750 1.042 0.20 -0.36 -0.06 -0.836
C 0.175 8.416 0.717 -0.40 0.39 0.03 -0.296
C 1.373 7.858 1.144 1.24 -0.08 0.30 0.860
N 1.352 4.152 -2.010 0.05 0.22 0.13 0.510
C 1.034 2.906 -1.523 0.05 -0.25 -0.74 -0.165
C 0.365 1.914 -2.193 -0.72 1.15 1.22 -0.416
C 0.157 0.539 -1.680 2.94 -3.40 1.91 1.485
C 0.035 -0.475 -2.809 0.46 -0.22 -0.10 0.106
C 0.349 -1.831 -2.547 -0.59 0.48 0.29 0.070
C 0.044 -2.808 -3.475 -0.08 -0.14 -0.79 -0.010
C -0.431 -2.462 -4.753 -0.29 0.35 0.98 -1.166
C -0.689 -1.124 -5.022 0.04 -0.06 -0.75 -0.685
C -0.454 -0.130 -4.090 -0.02 0.07 1.28 -0.703
C 1.251 4.625 -3.421 -0.38 -0.23 -0.10 0.182
C -0.196 4.751 -3.909 -0.41 0.14 0.14 -1.540
C 2.050 3.767 -4.414 0.26 -0.03 0.18 -1.562
H 2.278 7.816 -4.108 0.03 -0.15 0.18 0.358
H 2.482 6.471 -5.241 0.00 -0.02 0.08 0.305
H 0.865 7.065 -4.842 0.08 -0.06 0.15 0.325
H 3.088 4.764 -0.966 -0.29 0.26 0.03 0.013
H 0.313 5.683 -0.007 0.40 -0.12 0.01 0.253
H 1.384 4.506 0.767 -0.07 0.38 -0.10 0.394
H 4.027 5.860 1.566 -0.25 0.42 0.08 0.425
H 4.266 8.195 2.552 -0.05 -0.09 -0.05 0.186
H 2.789 10.556 2.740 -0.28 0.01 -0.18 0.365
H 0.581 11.569 2.006 0.19 -0.43 -0.09 0.364
H -1.036 10.201 0.722 0.25 -0.10 0.08 0.373
H -0.515 7.796 0.127 0.15 0.50 0.29 0.332
H 1.459 2.734 -0.517 -0.46 0.01 -0.50 0.358
H 0.016 2.125 -3.199 -0.04 -0.05 0.54 -0.691
H 0.991 0.299 -0.937 0.12 0.33 -2.12 -0.287
H 0.716 -2.129 -1.549 -0.12 0.26 -0.68 0.456
H 0.125 -3.861 -3.217 0.23 0.27 -0.08 0.147
H -0.729 -3.226 -5.452 0.16 -0.11 -0.18 0.417
H -1.106 -0.814 -5.982 0.11 -0.27 0.17 0.344
H -0.755 0.902 -4.322 0.25 -0.68 0.06 0.362
H -0.743 5.485 -3.297 0.18 -0.25 -0.14 0.354
H -0.213 5.095 -4.956 -0.01 -0.20 0.41 0.494
H -0.723 3.796 -3.846 0.04 0.21 -0.11 0.291
H 3.124 3.911 -4.226 -0.28 -0.22 -0.04 0.400
H 1.789 2.702 -4.302 0.17 0.40 -0.17 0.275
H 1.835 4.096 -5.445 0.07 -0.23 0.42 0.446
```
Forces are in eV/Å.

Calculated values
Spin multiplicity: 1
Energy above the lowest of the compared OMol25 structures with the same formula, charge and spin: 0.00 kcal per mole
Total energy: -80351.171 eV
Charge: +1
F_max: 4.9 eV/Å
E_LUMO: -0.11361 Ha
HOMO-LUMO gap: 5.9413 eV